(1)
Molecular formula: C3H3ClO2S
Method: DFT, ωB97M-V/def2-TZVPD

Structure (XYZ):
```
10
Properties=species:S:1:pos:R:3:nbo_charge:R:1
C 1.44496 1.30801 -0.19847 -0.32
C 0.28570 0.82870 0.08304 -0.32
C -0.03845 -0.46251 0.46774 -0.30
O -1.55130 -2.60824 0.08464 -0.85
O -2.76634 -0.46956 0.16837 -0.86
S -1.55978 -1.16944 -0.09247 1.92
Cl 1.18151 -1.68692 0.16169 0.04
H 1.52877 2.39905 -0.54763 0.23
H 2.23576 0.54170 -0.12401 0.22
H -0.76084 1.31921 -0.00290 0.24
```

As for the spin multiplicity: 1. For the HOMO energy (spin up / spin down), the calculation gives -9.373 / -9.367 eV. Its gap between HOMO and LUMO (spin up / spin down) is 0.274 / 0.267 Eh. The value obtained for the energy above the lowest of the compared OMol25 structures with the same formula, charge and spin is 335.0 kJ/mol. As for the total charge: 0. As for the SMILES: C=CC(Cl)=S(=O)=O. As for the LUMO energy (spin up / spin down): -1.91 / -2.10 eV.

---

(2)
Molecular formula: C3H3ClOS
Method: DFT, ωB97M-V/def2-TZVPD

Structure (XYZ):
```
9
Properties=species:S:1:pos:R:3:nbo_charge:R:1
C -0.05888 0.33189 0.31616 -0.44
C 1.13364 -0.02185 -0.62650 -0.56
C 0.56148 1.36550 -0.45160 0.00
O 2.74973 -1.98865 -0.24292 -0.82
S 2.47810 -0.67633 0.30801 1.02
Cl 1.48872 2.66452 0.04823 0.07
H -0.96424 -0.14422 0.14303 0.25
H 0.39690 0.38225 1.35663 0.22
H 0.78598 -0.50218 -1.57775 0.27
```

As for the spin multiplicity: 1. For the HOMO energy (spin up / spin down), the calculation gives -8.551 / -8.925 eV. Its gap between HOMO and LUMO (spin up / spin down) is 0.279 / 0.298 Eh. The value obtained for the energy above the lowest of the compared OMol25 structures with the same formula, charge and spin is 380.6 kJ/mol. As for the total charge: 0. As for the LUMO energy (spin up / spin down): -0.97 / -0.82 eV.

---

(3)
Molecular formula: C3H3ClOS
Method: DFT, ωB97M-V/def2-TZVPD

Structure (XYZ):
```
9
Properties=species:S:1:pos:R:3:nbo_charge:R:1
C -1.73007 0.70780 -0.01292 -0.23
C -0.45935 0.33326 -0.08327 -0.39
C 1.84458 -1.07296 0.18800 0.26
H -2.50350 0.14199 0.47936 0.22
H 0.27068 0.96552 -0.59068 0.23
H 2.11571 -0.16378 -0.37901 0.13
O 2.63554 -1.92063 0.47739 -0.51
S 0.12112 -1.17295 0.63009 0.27
Cl -2.29471 2.18173 -0.70894 0.01
```

As for the spin multiplicity: 1. For the HOMO energy, the calculation gives -9.163 eV. Its gap between HOMO and LUMO is 0.365 Eh. The value obtained for the energy above the lowest of the compared OMol25 structures with the same formula, charge and spin is 38.7 kJ/mol. As for the total charge: 0. As for the SMILES: O=CS/C=C/Cl. As for the LUMO energy: 0.76 eV.

---

(4)
Molecular formula: C3H3ClS
Method: DFT, ωB97M-V/def2-TZVPD

Structure (XYZ):
```
8
Properties=species:S:1:pos:R:3:nbo_charge:R:1
C 0.61322 0.05835 0.19439 -0.24
C -1.17865 -1.14681 -1.39665 -0.48
C 0.18918 -1.19343 -1.22883 -0.05
S -1.86096 -2.06592 -2.58850 0.06
Cl 1.43764 -2.07326 -1.83581 0.15
H 1.59435 -0.26401 0.60431 0.17
H -0.21571 0.16769 0.80203 0.15
H -1.91360 -0.49617 -0.93483 0.24
```

As for the spin multiplicity: 1. For the HOMO energy (spin up / spin down), the calculation gives -8.757 / -8.855 eV. Its gap between HOMO and LUMO (spin up / spin down) is 0.256 / 0.294 Eh. The value obtained for the energy above the lowest of the compared OMol25 structures with the same formula, charge and spin is 389.2 kJ/mol. As for the total charge: 0. As for the LUMO energy (spin up / spin down): -1.79 / -0.84 eV.

---

(5)
Molecular formula: C3H3ClS
Method: DFT, ωB97M-V/def2-TZVPD

Structure (XYZ):
```
8
Properties=species:S:1:pos:R:3:nbo_charge:R:1
C 0.37879 0.58377 -2.09579 -0.25
C -0.06392 0.95370 -1.05100 -0.19
C -0.22106 -0.52577 1.22523 -0.57
S -0.92190 0.97675 0.59858 0.31
Cl 0.98593 -0.34494 2.45392 -0.02
H 0.59358 0.33202 -3.06042 0.23
H 0.24403 -0.95639 0.25359 0.27
H -0.99544 -1.01915 1.67588 0.22
```

As for the spin multiplicity: 1. For the HOMO energy, the calculation gives -9.375 eV. Its gap between HOMO and LUMO is 0.367 Eh. The value obtained for the energy above the lowest of the compared OMol25 structures with the same formula, charge and spin is 161.0 kJ/mol. As for the total charge: 0. As for the SMILES: C#CSCCl. As for the LUMO energy: 0.60 eV.

---

(6)
Molecular formula: C3H3CoO3
Method: DFT, ωB97M-V/def2-TZVPD

Structure (XYZ):
```
10
Properties=species:S:1:pos:R:3:lowdin_spin:R:1
O 0.41807 0.86251 0.27277 0.02
Co 1.41415 2.27652 -0.63461 1.95
O 1.27284 0.69074 -1.72413 0.03
C 0.63848 0.08284 -0.83301 0.01
O 0.03815 -1.00280 -0.82392 0.06
C -0.18325 0.04368 1.32352 0.11
H -0.78884 0.70758 1.95481 0.01
H 0.66958 -0.37267 1.88929 0.03
C -1.03399 -0.94440 0.56577 0.74
H -0.86481 -1.93990 1.00854 0.05
```

The expectation value of S² is 3.766. As for the spin multiplicity: 4. For the HOMO energy (spin up / spin down), the calculation gives -14.020 / -12.932 eV. Its gap between HOMO and LUMO (spin up / spin down) is 0.338 / 0.223 Eh. The value obtained for the energy above the lowest of the compared OMol25 structures with the same formula, charge and spin is 82.6 kJ/mol. As for the total charge: +1. As for the LUMO energy (spin up / spin down): -4.83 / -6.88 eV.

---

(7)
Molecular formula: C3H3DyO2
Method: DFT, ωB97M-V/def2-TZVPD

Structure (XYZ):
```
9
Properties=species:S:1:pos:R:3:lowdin_spin:R:1
O -0.44191 -0.62478 0.50008 0.00
C -1.34419 -1.37400 0.41707 0.00
O -2.17181 -2.10855 0.80009 0.09
Dy -3.62627 -4.43307 0.81191 5.91
C 1.07298 1.08475 -0.76457 0.00
C 1.68498 2.02330 -0.15666 0.00
H 0.83883 0.57044 -1.69533 0.00
H 2.38568 2.57031 -0.81365 0.00
H 1.60171 2.29160 0.90107 0.00
```

The expectation value of S² is 12.013. As for the spin multiplicity: 7. For the HOMO energy (spin up / spin down), the calculation gives -22.796 / -22.796 eV. Its gap between HOMO and LUMO (spin up / spin down) is 0.369 / 0.344 Eh. The value obtained for the energy above the lowest of the compared OMol25 structures with the same formula, charge and spin is 0.0 kJ/mol. As for the total charge: +3. As for the LUMO energy (spin up / spin down): -12.76 / -13.45 eV.

---

(8)
Molecular formula: C3H3ErFO2
Method: DFT, ωB97M-V/def2-TZVPD

Structure (XYZ):
```
10
Properties=species:S:1:pos:R:3:lowdin_spin:R:1
H -1.10159 -2.17827 -1.10949 0.00
F -2.34320 0.86398 -0.95748 0.00
O -0.81779 0.18895 0.55135 0.00
O 0.32912 -0.70176 -1.03990 0.00
C -1.83948 -0.24439 -0.37629 0.00
C -1.03548 -1.09984 -1.34060 0.00
C 0.35305 -0.17967 0.13435 0.01
H -2.62627 -0.75310 0.18778 0.00
H -1.23671 -0.86792 -2.39093 0.00
Er 2.72182 0.63887 1.14998 2.98
```

The expectation value of S² is 3.752. As for the spin multiplicity: 4. For the HOMO energy (spin up / spin down), the calculation gives -23.761 / -23.760 eV. Its gap between HOMO and LUMO (spin up / spin down) is 0.230 / 0.194 Eh. The value obtained for the energy above the lowest of the compared OMol25 structures with the same formula, charge and spin is 0.0 kJ/mol. As for the total charge: +3. As for the LUMO energy (spin up / spin down): -17.49 / -18.48 eV.